Version 1
18
Properties=species:S:1:pos:R:3:lowdin_charge:R:1 method="wB97M-V/def2-TZVPD" total_charge=+1 lumo_energy_ev=-4.2 orbital_gap_ev=8.3
H 1.04 2.16 1.20 0.13
H -0.04 -2.54 0.58 0.14
H -3.34 -0.09 -0.41 0.11
C 0.57 -0.75 0.48 -0.04
H 2.10 0.09 -1.33 0.10
C -1.67 1.14 -0.08 -0.09
H -2.07 -2.44 -0.36 0.11
C -2.27 -0.19 -0.27 0.00
C -1.73 -1.47 -0.11 -0.03
N -0.45 1.23 0.26 -0.06
H -0.12 3.18 0.39 0.11
H 3.60 -0.42 -0.26 0.10
C -0.40 -1.59 0.34 -0.05
N 0.22 2.28 0.62 0.10
H 2.42 -1.63 -0.94 0.12
O 1.79 -0.44 0.56 -0.01
H -2.29 2.05 0.03 0.14
C 2.65 -0.58 -0.70 0.13



Version 2
18
Properties=species:S:1:pos:R:3:lowdin_charge:R:1 method="wB97M-V/def2-TZVPD" total_charge=+1 lumo_energy_ev="-5.5 / -5.5" orbital_gap_ev="7.5 / 7.5"
O 1.33 0.53 -1.21 -0.01
H 0.75 -2.80 -1.47 0.08
H 2.38 1.62 0.54 0.24
N -0.19 -2.47 -1.29 0.20
C -0.70 1.01 0.78 0.00
H 2.16 0.49 1.98 0.23
C 0.63 0.56 0.61 -0.16
C -1.75 0.46 0.10 0.05
C -0.35 -1.32 -0.87 -0.31
H 1.15 1.99 1.85 0.19
C 0.89 -0.50 -0.36 -0.33
H -0.86 1.86 1.39 0.11
H -2.70 0.87 0.24 0.12
H -1.80 -0.19 -1.82 0.16
C -1.68 -0.67 -0.87 -0.07
N 1.70 1.24 1.33 0.24
H -2.50 -1.29 -0.68 0.12
H 1.55 -1.39 -0.23 0.15



Version 3
18
Properties=species:S:1:pos:R:3:lowdin_charge:R:1 method="wB97M-V/def2-TZVPD" total_charge=+1 lumo_energy_ev=-5.6 orbital_gap_ev=8.5
C 1.86 -1.22 -0.07 -0.09
H -0.77 1.31 -1.58 0.11
H -1.49 -0.51 -1.64 0.17
N 2.07 0.13 -0.10 0.18
H -1.74 1.84 -0.17 0.15
H -2.44 0.64 1.07 0.13
C -0.26 -0.95 0.76 0.00
C 1.39 1.12 0.17 -0.33
H 0.24 -0.28 -1.77 0.10
C 0.76 -1.86 0.30 0.00
C -0.62 0.24 -1.37 0.02
H -0.56 -0.90 1.78 0.16
N -0.58 0.11 0.09 -0.22
H 0.66 -2.98 0.38 0.15
H -1.02 1.68 1.52 0.10
C -1.47 1.09 0.74 0.00
H 2.70 -1.73 -0.37 0.12
O 1.26 2.26 0.25 0.26



Version 4
18
Properties=species:S:1:pos:R:3:lowdin_charge:R:1 method="wB97M-V/def2-TZVPD" total_charge=+1 smiles="[H]/N=C/[NH+]=C1/O[C@]12C[C@@H]2C" lumo_energy_ev=-4.4 orbital_gap_ev=10.4
H 2.41 1.12 -0.16 0.13
H -0.54 -2.70 1.60 0.23
C 0.88 1.00 -1.53 -0.04
N -0.57 -1.92 0.83 0.17
H 0.91 1.75 -2.31 0.09
N -1.92 -1.08 -0.83 0.18
C 1.38 1.11 -0.10 -0.18
C 0.63 0.46 1.03 -0.16
C -1.75 -2.00 -0.06 -0.19
H -0.22 0.73 -1.55 0.08
O 0.97 -0.60 2.05 0.24
H -2.62 -1.04 -1.55 0.09
H -2.36 -2.93 0.25 0.17
C 0.59 1.91 0.91 0.03
H -0.39 2.31 0.60 0.14
C 0.09 -0.85 1.12 -0.18
H 1.13 2.54 1.68 0.16
H 1.35 0.21 -1.99 0.05



version 3 ends up most stable, edging out the next structure by 1.483 eV.



Version 1
9
Properties=species:S:1:pos:R:3:lowdin_charge:R:1 method="wB97M-V/def2-TZVPD" smiles="N[S@@](=O)(O)=NF" lumo_energy_ev=0.5 orbital_gap_ev=10.5
N 1.53 -0.06 -0.52 -0.17
H 0.90 0.01 1.73 0.04
H -1.58 0.04 -1.33 0.09
F 1.54 -1.26 0.27 -0.22
N -1.25 -0.22 -0.42 -0.04
S 0.16 0.53 -0.12 0.64
O 0.11 0.33 1.42 -0.11
H -1.35 -1.14 -0.20 0.05
O -0.06 1.77 -0.83 -0.28



Version 2
9
Properties=species:S:1:pos:R:3:lowdin_charge:R:1 method="wB97M-V/def2-TZVPD" lumo_energy_ev=0.6 orbital_gap_ev=10.5
S -0.79 0.99 -0.59 1.03
O -0.83 1.73 -1.83 -0.42
H 1.07 -0.08 -1.27 0.05
N 0.64 -0.84 0.43 -0.13
O 0.88 0.16 1.48 -0.08
F -2.19 -0.08 -0.34 -0.38
H -0.23 -1.37 0.61 0.12
H 1.14 -0.22 2.27 0.05
N 0.31 -0.28 -0.75 -0.24



version 2 ends up most stable, edging out the next structure by 0.512 eV.



Version 1
9
Properties=species:S:1:pos:R:3:lowdin_charge:R:1 method="wB97M-V/def2-TZVPD" lumo_energy_ev=0.9 orbital_gap_ev=11.0
O -0.31 0.91 -0.07 -0.20
Br -2.79 0.15 -0.02 0.70
C -0.91 -0.29 0.04 -0.90
N -0.42 -1.42 0.15 0.14
H 1.36 0.28 -1.00 0.11
H -0.77 -2.30 0.41 0.06
C 1.09 0.79 -0.02 -0.09
H 1.33 1.84 -0.19 0.10
H 1.42 0.04 0.70 0.09



Version 2
9
Properties=species:S:1:pos:R:3:lowdin_charge:R:1 method="wB97M-V/def2-TZVPD" lumo_energy_ev=0.4 orbital_gap_ev=10.7
N 1.20 -0.29 2.79 0.08
H 0.26 -1.80 -1.99 0.11
H 0.75 -2.07 0.02 0.11
H -0.82 3.01 -2.12 0.01
Br -1.58 0.23 2.19 0.84
H -0.17 2.66 -1.88 0.01
C 0.32 -1.37 -0.86 -0.19
O -0.07 -0.28 -0.65 -0.08
C 0.12 -0.09 2.50 -0.90



version 1 ends up most stable, edging out the next structure by 1.848 eV.



Version 1
16
Properties=species:S:1:pos:R:3:lowdin_charge:R:1 method="wB97M-V/def2-TZVPD" smiles=ClCCCl.ClCCCl lumo_energy_ev=0.5 orbital_gap_ev=11.2
H -18.60 -18.65 -13.03 0.06
C -16.74 -26.22 -8.12 -0.65
H -20.30 -18.86 -12.67 0.07
C -19.32 -18.71 -12.21 -0.73
Cl -18.91 -20.18 -11.40 0.57
Cl -15.68 -27.51 -7.38 0.50
C -19.26 -17.49 -11.28 -0.60
H -16.78 -26.31 -9.21 0.07
H -16.25 -25.25 -8.01 0.06
H -18.73 -27.00 -7.53 0.06
C -18.13 -26.08 -7.54 -0.63
H -18.73 -25.28 -7.98 0.07
Cl -20.42 -17.87 -9.95 0.50
H -19.56 -16.50 -11.63 0.07
H -18.28 -17.36 -10.83 0.06
Cl -17.95 -25.70 -5.79 0.51



Version 2
16
Properties=species:S:1:pos:R:3:lowdin_charge:R:1 method="wB97M-V/def2-TZVPD" lumo_energy_ev=0.6 orbital_gap_ev=8.5
H 1.10 -2.81 1.32 0.07
H 1.01 -0.36 0.98 0.10
Cl 0.23 1.59 -1.95 0.41
C 1.21 -2.44 0.30 -0.64
C -0.85 1.11 -0.56 -0.62
H -0.30 0.39 0.04 -0.06
Cl 0.40 -3.65 -0.73 0.54
H -1.91 2.03 1.10 0.07
H -0.44 -1.01 0.33 0.07
C -1.20 2.34 0.34 -0.69
Cl 0.98 -0.36 -1.39 0.55
H -1.66 3.17 -0.18 0.07
H -1.70 0.58 -1.00 0.09
C 0.64 -1.03 0.20 -0.63
H 2.28 -2.42 0.06 0.07
Cl 0.21 2.87 1.15 0.61



version 1 ends up most stable, edging out the next structure by 4.151 eV.